30
Properties=species:S:1:pos:R:3:forces:R:3 method="wB97M-V/def2-TZVPD" smiles="CB1[C@H]2[C@H]3C=C[C@H](C)[C@H]3[C@@H]1C[C@H]2O" homo_ev=-8.892 energy_ev=-14403.3289 total_charge=0 gap_ev=9.61
B -0.9124 0.9962 0.5651 -0.8197 -1.6808 -0.8519
C 0.9441 0.9610 -1.7226 1.0786 1.0989 -2.1661
C 1.9695 1.0041 -0.8898 -3.4924 -2.9493 1.3284
C -1.8029 -1.2686 0.5561 -2.0619 -2.5525 0.9964
C -0.4799 -0.5909 0.9601 -1.8436 1.5627 -0.7283
C -1.2781 0.5348 -0.9492 -1.5697 -0.2138 -0.6446
C 0.0178 -0.1527 -1.4279 -2.6858 -1.4934 -1.3046
C 1.7998 -0.0823 0.1833 3.0441 0.5862 1.3646
C 0.5413 -0.8445 -0.1585 0.4292 2.1312 1.5480
C -2.3268 -0.6249 -0.7349 0.2805 1.2816 0.6981
C -1.2572 2.3437 1.2965 3.3329 -1.5718 0.0976
C 3.0701 -0.9842 0.2751 -1.8377 -0.3620 -5.0058
O -3.6314 -0.1680 -0.5244 -1.7381 1.8883 -0.1958
H 0.8479 1.7458 -2.5635 -0.1759 -1.6454 1.2828
H 2.6771 1.6993 -0.9489 3.0262 2.6841 0.1542
H -1.8622 -2.3990 0.3472 0.9926 1.2269 0.7637
H -2.6211 -1.1681 1.4298 1.6758 0.1219 -1.9214
H -0.3122 -0.7233 2.0213 0.9428 -0.5121 -0.0283
H -1.7033 1.0990 -1.7883 0.2700 0.6987 0.4765
H -0.2816 -0.9137 -2.2995 1.0338 1.7019 1.5434
H 1.8091 0.2814 1.2506 -0.7158 0.4531 -1.0591
H 0.8608 -1.8261 -0.1655 -0.0826 -2.3826 -0.7825
H -2.4672 -1.0947 -1.7209 1.0709 -1.0553 0.5404
H -0.3589 2.9687 1.4829 -0.3515 -0.1992 -0.4520
H -1.6663 2.2358 2.2412 -0.7661 -0.6460 2.1464
H -1.9528 2.8253 0.7455 -1.9804 1.9887 -2.0014
H 3.6243 -0.8642 -0.7316 -0.5239 -0.6648 1.6599
H 2.7798 -2.0081 0.4460 -0.1110 -0.5798 -0.3413
H 3.6655 -0.7804 1.0458 2.6285 1.3910 2.9680
H -4.2035 -0.5829 0.1350 0.9502 -0.3063 -0.0853

***

53
Properties=species:S:1:pos:R:3:forces:R:3 method="wB97M-V/def2-TZVPD" homo_ev=-14.582 energy_ev=-61518.5189 total_charge=+2 gap_ev=5.22
Ta 0.3978 1.4043 1.3197 -0.9877 -3.1076 1.0644
O -5.7142 0.8010 1.7968 -0.0766 -0.1400 -0.0644
C -5.2296 -0.3870 1.4496 0.1109 0.1568 0.0569
O -5.9275 -1.2892 1.1077 -0.0767 -0.0516 -0.0219
C -3.7298 -0.5800 1.4837 0.0118 0.0705 0.0387
C -3.0937 -1.8194 1.3587 0.0393 0.0259 -0.0545
Cl -3.8354 -3.3114 1.1756 0.0206 -0.0287 -0.0405
N -1.7463 -1.6195 1.3695 0.4586 -0.3586 0.1003
N -1.4886 -0.3138 1.4787 0.7267 1.4644 -0.0755
C -2.6731 0.3186 1.5568 0.2773 -0.5297 -0.0511
C -2.6025 1.7768 1.6905 -0.2321 -0.1180 0.0393
O -3.4591 2.5535 1.9172 -0.0114 0.1408 -0.0010
O -1.2795 2.1242 1.4795 -0.3720 1.6140 0.1518
C -0.6171 -2.5385 1.3737 -0.0785 0.0559 -0.0480
C -0.7690 -3.8881 1.6473 -0.0993 0.0103 0.0719
C 0.3486 -4.7135 1.6699 0.0446 0.0280 0.0206
C 1.6139 -4.2033 1.4392 -0.0108 -0.0038 -0.0206
C 1.7636 -2.8504 1.1670 0.0996 0.1056 -0.0044
C 0.6549 -2.0265 1.1321 -0.2100 -0.0623 -0.0089
H -5.0546 1.4728 2.0212 0.1019 0.0234 0.0293
H -1.7377 -4.3028 1.8594 0.0520 -0.0669 0.0428
H 0.2221 -5.7659 1.8832 -0.0363 0.0152 0.0192
H 2.4811 -4.8487 1.4719 -0.0191 0.0006 -0.0162
H 2.7456 -2.4376 0.9741 -0.0100 0.0082 0.0141
H 0.7960 -0.9790 0.8887 0.0837 -0.1072 -0.1664
O 4.6987 0.6109 5.7685 -0.0562 -0.0542 -0.0557
C 3.8659 0.6481 4.9294 -0.0490 0.0309 -0.0479
C 4.1101 0.5993 3.3839 0.1153 -0.0086 0.1762
O 5.1526 0.4771 2.8243 -0.0898 -0.0526 -0.1505
C 2.7435 0.7920 2.8273 0.2595 -0.0342 -0.3858
C 1.8041 0.9881 3.7655 -0.3973 -0.0864 0.3603
O 0.5834 1.2868 3.2868 0.1747 0.2270 -0.8750
C 2.3262 0.8031 5.1563 0.0888 -0.0428 0.0727
O 1.7376 0.7330 6.1853 -0.0980 0.1058 -0.0638
O 2.2701 0.8896 1.5661 0.0119 0.5900 0.0012
N 0.5263 1.2163 -0.7201 0.1614 0.1912 -0.1780
C 0.4917 1.1019 -1.8988 0.0263 -0.1207 0.1348
N 0.4485 0.9524 -3.1427 -0.0017 -0.0800 -0.1909
C 1.6963 0.8835 -3.9826 0.2303 0.2196 -0.1061
C 1.7745 2.1573 -4.8102 -0.2319 -0.0146 -0.0643
C 0.5160 2.3134 -5.6676 -0.0099 0.0155 0.1921
C -0.7422 2.3361 -4.7936 0.2414 -0.0355 -0.0378
C -0.8321 1.0922 -3.9198 -0.1801 0.2927 -0.1405
H 1.5881 0.0097 -4.6245 -0.0654 -0.0926 0.1123
H 2.5582 0.7502 -3.3324 -0.0705 -0.0405 0.0947
H 2.6671 2.1046 -5.4334 0.0186 -0.0129 0.0179
H 1.8841 3.0186 -4.1451 0.0818 -0.0076 -0.0123
H 0.4554 1.4849 -6.3788 -0.0014 0.0528 -0.0545
H 0.5742 3.2382 -6.2383 -0.0034 -0.0363 -0.0703
H -1.6389 2.3776 -5.4122 -0.0306 0.0048 0.0379
H -0.7358 3.2251 -4.1568 -0.0640 0.0024 -0.0161
H -0.9245 0.1914 -4.5260 0.0812 -0.0904 0.0955
H -1.6652 1.1421 -3.2217 0.0511 -0.0682 0.0779

***

101
Properties=species:S:1:pos:R:3:forces:R:3 method="wB97M-V/def2-TZVPD" homo_ev="-3.602 / -3.602" energy_ev=-95888.8313 total_charge=-2 gap_ev="7.25 / 7.45"
Ba 11.8545 10.8461 13.0706 0.5902 0.6282 0.9967
C 16.4026 12.4920 16.0159 0.1965 -0.1621 -1.0553
C 16.6242 11.7092 14.7018 0.5427 0.7267 1.2109
C 17.8454 11.0572 14.5104 -1.2561 -0.2747 -0.7692
C 18.0495 10.3568 13.3331 1.6741 -0.7056 -0.0350
C 17.1019 10.2995 12.3230 -0.0345 0.1209 0.5797
C 15.8791 10.9126 12.5375 -0.3362 0.7986 0.4469
C 14.8138 10.8351 11.4970 -0.8755 0.5073 0.1932
C 15.6381 11.6709 13.7202 -0.1326 -0.5007 -0.6776
N 14.3834 12.2511 14.0083 0.0746 0.3837 -0.1539
C 14.2046 13.5645 13.7943 0.0795 -0.3366 -1.0372
O 14.8047 14.3540 13.0201 -0.0133 -0.4576 0.7483
C 13.0465 14.1136 14.5882 -0.0899 -0.5476 -0.6201
C 13.0925 15.3622 15.1643 0.1109 0.0863 -0.4020
C 12.0271 15.7345 15.9303 -0.9166 1.4841 0.9957
C 10.9835 14.8629 16.2325 -0.3450 -0.1668 -0.1394
C 11.0056 13.6480 15.5720 0.9185 -0.3931 -0.2432
N 11.9923 13.3307 14.7088 -0.5042 -0.5914 0.6892
C 10.0775 12.5178 15.9767 -0.7661 1.1229 -0.1114
O 9.2751 12.8009 16.8898 0.2566 -0.6888 -0.1314
N 10.2580 11.3941 15.3003 0.0313 0.0754 -0.0657
C 9.6771 10.2400 15.8315 -0.0495 -0.8565 0.2336
C 8.3253 9.9177 15.7362 -0.0095 0.3426 -0.1325
C 7.3011 10.8647 15.1624 -0.3760 -0.9502 0.4855
C 7.9184 8.6727 16.1728 -1.5806 -0.6306 0.6594
C 8.7543 7.7740 16.8048 0.3246 -0.2993 -0.4216
C 10.1148 8.0651 16.8767 -0.8538 0.3965 0.0446
C 10.5518 9.2965 16.4251 -0.1553 0.5682 -0.5578
C 11.9857 9.6659 16.5500 0.8946 0.6910 1.5967
H 15.9546 13.4798 15.7962 0.3952 -0.4142 0.2657
H 17.3633 12.5796 16.5434 -0.2740 0.2264 -0.1695
H 15.7225 11.9596 16.6714 -0.3027 -0.1002 0.0762
H 18.5624 11.0138 15.3014 0.4525 0.1614 0.3203
H 19.0162 9.8185 13.2132 -0.7377 0.4270 -0.0278
H 17.3156 9.7740 11.3938 -0.1441 0.0590 0.1758
H 14.2546 11.7923 11.4075 0.2997 -0.4722 0.1057
H 14.0958 10.0088 11.7104 0.5355 0.2358 -0.4164
H 15.2745 10.6941 10.5337 -0.1039 -0.3689 -0.4583
H 13.9105 16.0134 14.9230 0.2473 0.2098 0.0883
H 11.9769 16.7672 16.3028 0.1360 -0.4652 0.0712
H 10.1484 15.0491 16.9286 0.6719 0.0857 -0.4694
H 7.6000 11.8989 15.2842 -0.0334 0.1083 -0.1169
H 6.3459 10.6714 15.7078 0.5670 0.3815 -0.5128
H 7.1616 10.5739 14.1192 -0.1672 0.3687 -0.0724
H 6.8372 8.3873 16.1110 0.9488 0.4454 -0.0378
H 8.3253 6.8503 17.1808 0.2508 -0.0151 -0.0520
H 10.8267 7.3805 17.2927 0.2017 -0.2983 0.2816
H 12.4128 9.1129 17.4108 0.0257 0.0961 -0.5692
H 12.1741 10.7449 16.7799 -0.4021 -0.8217 -0.3275
H 12.5790 9.4327 15.6796 0.3514 -0.2049 -0.4244
C 7.1282 11.8658 11.6984 -0.7176 0.5689 -1.0274
C 7.7963 10.5782 11.4010 0.3055 0.6763 0.7232
N 9.0668 10.2753 11.6159 -0.1930 -1.0354 0.1041
C 9.1244 8.8892 11.4078 1.6900 0.7966 0.3901
C 7.9282 8.4111 11.0442 -0.4043 0.8946 -0.0151
N 7.0914 9.5137 11.0409 0.2182 -1.4230 -0.2475
C 7.4739 7.1021 10.6133 -0.9768 0.3633 -0.0077
O 8.3435 6.1594 10.5652 -0.0786 -1.1953 -0.5546
O 6.2919 7.0183 10.3182 -0.1628 -0.5695 -0.2416
C 10.4057 8.1003 11.5958 0.2842 1.9663 -0.5188
O 10.3290 6.8693 11.6915 0.7483 -0.7424 0.0583
O 11.4569 8.8021 11.6067 -0.3209 -0.6774 0.4093
H 7.4286 12.2574 12.6461 0.2870 0.1667 0.6180
H 6.0283 11.7604 11.7067 0.4935 -0.1211 0.0368
H 7.3507 12.6305 10.9482 0.1270 -0.0528 0.0095
H 6.1309 9.4499 10.7840 -0.5260 0.0456 -0.0748
H 9.2923 6.4086 10.9731 -0.6032 0.1409 0.3630
C 12.7102 17.2941 11.8728 -0.2132 1.2563 0.9918
C 12.4767 16.7062 10.5338 0.5037 -0.6246 0.6853
C 11.7449 17.2738 9.5665 0.0701 0.3212 -1.5163
C 11.8631 16.6983 8.2488 -0.8634 -0.2656 0.7663
N 12.4418 15.5302 8.0171 0.1626 0.6721 0.6681
C 13.0347 14.8845 9.0633 0.2568 0.2925 0.6514
S 13.7704 13.4073 8.9034 0.0876 -0.6075 -0.0626
N 13.0939 15.5152 10.3086 0.0426 0.1158 -0.3966
C 11.2238 17.3832 7.0782 0.0260 0.5007 0.3160
H 12.3934 18.3610 11.9092 0.3178 -0.6367 -0.3260
H 13.7737 17.2407 12.1786 -0.5580 -0.1594 -0.1823
H 12.0900 16.8356 12.6480 0.1924 -0.3993 -0.0597
H 11.1255 18.1484 9.7417 0.2997 -0.1308 -0.1751
H 13.6322 15.1117 11.0972 -0.2274 -0.1234 -0.8408
H 10.1962 17.0266 6.9328 0.1063 0.1763 0.2220
H 11.7875 17.1214 6.2031 0.3091 -0.1103 -0.5389
H 11.2021 18.4825 7.2103 -0.1445 -0.6731 -0.0141
N 10.4668 12.9540 12.0346 -0.2064 0.5594 0.4887
C 9.9053 14.0315 11.2910 -0.0503 -0.0890 -0.4210
C 9.4225 15.1433 11.9556 0.2333 0.5765 0.4330
C 8.8684 16.2059 11.2832 -0.4477 -0.3217 -1.8677
C 8.7176 16.1211 9.8732 0.2736 -0.2141 0.8381
C 9.1943 15.0104 9.1884 0.0884 -0.2804 0.2049
C 9.8051 13.9717 9.9065 0.3541 -0.8346 -0.0479
S 8.0515 17.5216 8.9996 0.8178 0.4692 0.6393
O 7.7359 17.0516 7.6819 -0.2350 -0.5668 -1.3026
O 9.1839 18.4565 9.0142 -0.5177 0.1943 0.1081
O 6.9063 17.9464 9.7695 -0.3562 0.2800 0.4476
H 10.0886 12.0730 11.7012 -0.5589 0.0279 -0.1452
H 10.2218 13.0723 13.0361 0.1292 -0.1686 -0.7685
H 9.5507 15.2026 13.0198 -0.0722 -0.0445 0.5519
H 8.4685 17.0871 11.7539 0.0589 0.1041 0.3414
H 9.0838 14.9603 8.1015 0.0666 0.0227 0.4091
H 10.2411 13.0513 9.4614 -0.4341 0.8637 -0.1799

***

What did we get for energy relative to the best compared isomer or geometry (same formula, charge and spin)? Answer: 0.000 1.785 1.063 eV, in the order shown.